(1)
Computed, not measured: a molecular structure, C26H26BN11O6STi, with the ωB97M-V functional and the def2-TZVPD basis.

The expectation value of S² is 2.03. Its charge is -2. Its spin multiplicity is 3. The value obtained for the highest occupied orbital energy (spin up / spin down) is -0.1 / -2.3 eV. The calculation puts the frontier orbital gap (spin up / spin down) at 3.52 / 5.76 eV.

Element x y z (Å)
Ti: 0.34906 0.06616 0.03534
N: -1.90261 0.84486 4.01836
C: -0.70653 1.12753 3.36873
S: 0.79063 0.68835 4.15204
N: -0.89444 1.72036 2.23315
N: 0.14179 1.73143 1.29266
C: 0.41333 2.88184 0.82307
C: 1.38922 3.18652 -0.23615
C: 1.62377 4.52849 -0.52882
C: 2.55485 4.91509 -1.47428
C: 3.28098 3.92459 -2.13787
C: 3.06430 2.58665 -1.86604
C: 2.10085 2.19446 -0.93032
O: 1.88698 0.91172 -0.70407
H: -1.83475 0.83757 5.01984
H: -2.70679 1.29956 3.61214
H: -0.11349 3.71697 1.27256
H: 1.04331 5.27888 -0.00145
H: 2.70062 5.96223 -1.70635
H: 4.00866 4.20553 -2.89370
H: 3.59405 1.80291 -2.39666
B: -3.56279 -0.67326 -0.02780
N: -3.19352 -0.60811 -1.55491
C: -3.65502 0.32238 -2.40057
C: -3.20688 0.02568 -3.67522
C: -2.43462 -1.12759 -3.48805
N: -2.43259 -1.51483 -2.20703
N: -2.51729 -1.46327 0.84404
C: -2.87737 -2.51625 1.59210
C: -1.84121 -2.85101 2.43914
C: -0.84396 -1.92819 2.12234
N: -1.23832 -1.09465 1.15396
H: -3.66427 0.46819 0.37657
H: -4.60436 -1.30743 0.10447
H: -4.25705 1.14333 -2.03715
H: -3.36114 0.59699 -4.57856
H: -1.84920 -1.67800 -4.21664
H: -3.86905 -2.92637 1.48598
H: -1.81704 -3.62035 3.19290
H: 0.11127 -1.78230 2.60217
C: 4.12158 -2.40540 1.78132
N: 3.06434 -2.66806 0.79775
C: 2.96200 -3.82202 0.13709
C: 1.93899 -4.09769 -0.65233
C: 0.90110 -3.07975 -0.80912
N: 1.07257 -1.90753 -0.28334
C: 2.06525 -1.70680 0.64168
O: 2.03966 -0.69659 1.32037
N: -0.21316 -3.37385 -1.43633
H: 5.03626 -2.88927 1.45021
H: 3.83659 -2.77484 2.76331
H: 4.26822 -1.33651 1.85246
H: 3.77655 -4.52195 0.29916
H: 1.85217 -5.06149 -1.13380
H: -0.21537 -4.15935 -2.06352
H: -0.98986 -2.70796 -1.56058
O: 0.25961 0.32252 -3.14137
C: -0.39621 1.08176 -2.46033
O: -0.79437 0.73337 -1.20043
C: -0.82017 2.41174 -2.92390
C: -1.74082 3.19879 -2.21644
C: -2.12984 4.43977 -2.68273
C: -1.58712 4.93892 -3.88997
C: -0.63563 4.16194 -4.59179
C: -0.27614 2.92146 -4.10842
N: -1.98245 6.17326 -4.37861
O: -2.87480 6.83993 -3.73816
O: -1.44214 6.62078 -5.45670
H: -2.14635 2.81561 -1.28555
H: -2.84462 5.04925 -2.15158
H: -0.20797 4.56988 -5.49469
H: 0.45319 2.31464 -4.63787

(2)
Computed, not measured: a molecular structure, C26H26BN11O6STi, with the ωB97M-V functional and the def2-TZVPD basis.

The expectation value of S² is 2.02. Its charge is -2. Its spin multiplicity is 3. The value obtained for the highest occupied orbital energy (spin up / spin down) is 0.0 / -3.1 eV. The calculation puts the frontier orbital gap (spin up / spin down) at 4.23 / 7.33 eV.

Element x y z (Å)
Ti: -1.19593 0.69218 -1.14757
N: -3.42939 -1.11985 2.41724
C: -2.56596 -0.76163 1.36802
S: -3.27411 -0.50456 -0.17670
N: -1.31820 -0.73829 1.69419
N: -0.45185 -0.39157 0.66775
C: 0.77007 -0.39610 1.06732
C: 1.93016 0.03571 0.32680
C: 3.18584 -0.08452 0.93479
C: 4.33091 0.36158 0.31129
C: 4.22100 0.96561 -0.94307
C: 2.99668 1.11774 -1.55688
C: 1.82540 0.65660 -0.93335
O: 0.66714 0.80025 -1.52072
H: -4.36134 -0.76416 2.27057
H: -3.04494 -0.85067 3.31348
H: 0.94097 -0.69917 2.10011
H: 3.24035 -0.51316 1.93001
H: 5.29209 0.28064 0.80105
H: 5.11112 1.34099 -1.43515
H: 2.89698 1.60191 -2.51936
B: -1.47236 0.66829 -4.64468
N: -1.42773 -0.74645 -4.00871
C: -1.35675 -1.92563 -4.63738
C: -1.19601 -2.92598 -3.69376
C: -1.18700 -2.24236 -2.47687
N: -1.32198 -0.93444 -2.67815
N: -2.55691 1.49807 -3.90306
C: -3.57156 2.19841 -4.41392
C: -4.16754 2.93049 -3.39768
C: -3.42487 2.61098 -2.26331
N: -2.46512 1.74301 -2.58147
H: -0.39817 1.20565 -4.50890
H: -1.80969 0.56240 -5.80421
H: -1.42221 -1.96462 -5.71229
H: -1.09045 -3.98450 -3.85300
H: -1.09925 -2.63772 -1.47918
H: -3.78296 2.13952 -5.46857
H: -5.00128 3.60687 -3.47150
H: -3.49851 2.96182 -1.24782
C: 3.12945 -3.81691 0.77332
N: 1.70614 -3.95897 1.03349
C: 1.16724 -3.66934 2.23945
C: -0.16031 -3.73641 2.45647
C: -0.96614 -4.01837 1.30871
N: -0.45370 -4.36104 0.14692
C: 0.89792 -4.42425 -0.02857
O: 1.44570 -4.78333 -1.05627
N: -2.32196 -3.95123 1.40005
H: 3.61140 -3.41279 1.66127
H: 3.28403 -3.13181 -0.05867
H: 3.56444 -4.78145 0.51415
H: 1.86692 -3.36431 3.00762
H: -0.59423 -3.45801 3.40322
H: -2.69085 -3.29832 2.08190
H: -2.76613 -3.85760 0.49592
O: -0.96834 4.33605 -0.47418
C: -0.81024 3.37723 0.27145
O: -1.38269 2.20955 0.08580
C: 0.05210 3.44713 1.48446
C: -0.03472 2.48567 2.50000
C: 0.75828 2.54861 3.62549
C: 1.69610 3.59298 3.76765
C: 1.78738 4.57045 2.75232
C: 0.97138 4.49209 1.64499
N: 2.50494 3.66252 4.88884
O: 2.39418 2.76528 5.79269
O: 3.32896 4.63206 5.00433
H: -0.76072 1.68811 2.39492
H: 0.68561 1.81717 4.41706
H: 2.50863 5.36449 2.87494
H: 1.03258 5.24140 0.86493

Least stable: (1)